Here is a cluster of 11 separate species, C38H104N6O17 in total at a distorted geometry from OMol25. Energies are from ωB97M-V/def2-TZVPD.

Last columns: bonded neighbours and bond lengths (Å).
CARTESIAN COORDINATES (ANGSTROEM)
1 O 1.05669 2.79641 -2.95809  H2 0.960, H3 0.960, H4 0.960
2 H 0.66758 2.15806 -3.56034  O1 0.960
3 H 1.87753 3.16825 -3.28908  O1 0.960
4 H 1.20208 2.44067 -2.07836  O1 0.960
5 C 0.35445 -0.02436 -1.02763  C6 1.552, H8 1.090, H9 1.090, H10 1.090
6 C 0.76797 1.21036 -0.18273  C5 1.552, O7 1.400, H11 1.090, H12 1.090
7 O 1.95325 1.81631 -0.61671  C6 1.400
8 H 0.25683 0.17951 -2.09393  C5 1.090
9 H -0.57722 -0.47511 -0.68571  C5 1.090
10 H 1.04227 -0.85094 -0.84939  C5 1.090
11 H 0.86646 0.80826 0.82559  C6 1.090
12 H -0.11097 1.83298 -0.01567  C6 1.090
13 O 3.66542 4.25076 -0.00783  H14 0.957, H15 0.957
14 H 3.09097 3.49471 -0.12874  O13 0.957
15 H 3.72804 4.64607 -0.87734  O13 0.957
16 O 4.10742 0.71080 -1.72995  H17 0.957, H18 0.957
17 H 4.10792 0.76577 -2.68557  O16 0.957
18 H 3.26941 1.09211 -1.46807  O16 0.957
19 O 4.24995 0.80856 1.00231  H20 0.957, H21 0.957
20 H 3.39200 1.13086 0.72614  O19 0.957
21 H 4.23047 0.86266 1.95778  O19 0.957
22 C -0.28735 8.14233 0.95100  O23 1.432, H31 1.090, H32 1.090, H33 1.090
23 O -0.45641 6.73214 1.13070  C22 1.432, C24 1.434
24 C 0.74129 5.95290 1.24951  O23 1.434, C25 1.549, H34 1.090, H35 1.090
25 C 0.41808 4.48188 1.61344  C24 1.549, N26 1.497, H36 1.090, H37 1.090
26 N -0.33632 4.44931 2.90603  C25 1.497, C27 1.420, H38 1.010
27 C -0.78657 3.13122 3.18047  N26 1.420, C28 1.570, H39 1.090, H40 1.090
28 C -1.64782 3.07024 4.49224  C27 1.570, O29 1.432, H41 1.090, H42 1.090
29 O -2.11122 1.72543 4.65950  C28 1.432, C30 1.397
30 C -1.40816 1.02804 5.64446  O29 1.397, H43 1.090, H44 1.090, H45 1.090
31 H 0.18237 8.38963 -0.00100  C22 1.090
32 H 0.19227 8.55735 1.83746  C22 1.090
33 H -1.28538 8.57659 0.89222  C22 1.090
34 H 1.47858 6.32394 1.96142  C24 1.090
35 H 1.28050 5.94135 0.30230  C24 1.090
36 H 1.33719 3.90821 1.73268  C25 1.090
37 H -0.13093 3.99235 0.80904  C25 1.090
38 H -1.05636 5.15587 2.85706  N26 1.010
39 H 0.04208 2.42353 3.20473  C27 1.090
40 H -1.43309 3.02568 2.30927  C27 1.090
41 H -2.49443 3.74726 4.37818  C28 1.090
42 H -1.20267 3.50428 5.38753  C28 1.090
43 H -0.38339 0.87171 5.30755  C30 1.090
44 H -1.81613 0.02070 5.72772  C30 1.090
45 H -1.42745 1.50141 6.62611  C30 1.090
46 C 8.57918 0.63325 4.84454  O47 1.406, H55 1.090, H56 1.090, H57 1.090
47 O 7.20176 0.91007 4.90186  C46 1.406, C48 1.470
48 C 6.57244 1.91927 4.03770  O47 1.470, C49 1.507, H58 1.090, H59 1.090
49 C 5.10004 2.18842 4.21201  C48 1.507, N50 1.486, H60 1.090, H61 1.090
50 N 4.33185 0.99487 3.77269  C49 1.486, C51 1.484, H62 1.010
51 C 2.87280 1.19229 3.96013  N50 1.484, C52 1.525, H63 1.090, H64 1.090
52 C 2.21149 -0.16422 3.74058  C51 1.525, O53 1.447, H65 1.090, H66 1.090
53 O 2.13767 -0.88666 4.99173  C52 1.447, C54 1.402
54 C 1.90331 -2.25872 4.82600  O53 1.402, H67 1.090, H68 1.090, H69 1.090
55 H 8.86314 -0.30051 5.32989  C46 1.090
56 H 9.18001 1.41637 5.30696  C46 1.090
57 H 8.93308 0.75197 3.82046  C46 1.090
58 H 6.74479 1.43725 3.07539  C48 1.090
59 H 7.19066 2.80581 4.17892  C48 1.090
60 H 4.78502 3.03867 3.60708  C49 1.090
61 H 4.94799 2.52901 5.23621  C49 1.090
62 H 4.43842 0.26189 4.45934  N50 1.010
63 H 2.56427 1.93377 3.22316  C51 1.090
64 H 2.70216 1.46730 5.00098  C51 1.090
65 H 2.84397 -0.69674 3.03030  C52 1.090
66 H 1.24750 0.01377 3.26400  C52 1.090
67 H 2.54382 -2.70896 4.06763  C54 1.090
68 H 0.85548 -2.48444 4.62802  C54 1.090
69 H 2.12144 -2.83223 5.72689  C54 1.090
70 C 6.23990 -5.71794 -2.32184  O71 1.425, H79 1.090, H80 1.090, H81 1.090
71 O 4.93374 -5.32611 -2.73515  C70 1.425, C72 1.361
72 C 3.98009 -5.20717 -1.77116  O71 1.361, C73 1.570, H82 1.090, H83 1.090
73 C 2.70788 -4.48318 -2.33746  C72 1.570, N74 1.475, H84 1.090, H85 1.090
74 N 3.06109 -3.06708 -2.54789  C73 1.475, C75 1.478, H86 1.010
75 C 1.78363 -2.44502 -2.95661  N74 1.478, C76 1.500, H87 1.090, H88 1.090
76 C 1.20092 -2.84102 -4.28073  C75 1.500, O77 1.407, H89 1.090, H90 1.090
77 O -0.03139 -2.20695 -4.52481  C76 1.407, C78 1.387
78 C -1.13702 -2.71781 -3.86091  O77 1.387, H91 1.090, H92 1.090, H93 1.090
79 H 6.13945 -6.49732 -1.56647  C70 1.090
80 H 6.83690 -4.85133 -2.03781  C70 1.090
81 H 6.65350 -6.31639 -3.13356  C70 1.090
82 H 4.39685 -4.62418 -0.94986  C72 1.090
83 H 3.72064 -6.15977 -1.30927  C72 1.090
84 H 1.97632 -4.63896 -1.54458  C73 1.090
85 H 2.42644 -4.91530 -3.29775  C73 1.090
86 H 3.65497 -3.05917 -3.36481  N74 1.010
87 H 1.91457 -1.36511 -3.02553  C75 1.090
88 H 1.13552 -2.57312 -2.08963  C75 1.090
89 H 1.12240 -3.89950 -4.52882  C76 1.090
90 H 1.95018 -2.59286 -5.03248  C76 1.090
91 H -1.28527 -2.19765 -2.91458  C78 1.090
92 H -1.17583 -3.80075 -3.74323  C78 1.090
93 H -1.99790 -2.47934 -4.48551  C78 1.090
94 C 0.82048 -3.62188 1.69870  O95 1.396, H103 1.090, H104 1.090, H105 1.090
95 O -0.01379 -4.13018 0.70110  C94 1.396, C96 1.454
96 C -0.78105 -5.25586 1.20943  O95 1.454, C97 1.503, H106 1.090, H107 1.090
97 C -1.49747 -5.90722 0.05962  C96 1.503, N98 1.525, H108 1.090, H109 1.090
98 N -2.55291 -4.98427 -0.53926  C97 1.525, C99 1.511, H110 1.010
99 C -3.32793 -5.50889 -1.72596  N98 1.511, C100 1.495, H111 1.090, H112 1.090
100 C -4.29757 -4.46654 -2.18226  C99 1.495, O101 1.430, H113 1.090, H114 1.090
101 O -3.66662 -3.25191 -2.59478  C100 1.430, C102 1.450
102 C -4.61858 -2.17700 -2.79839  O101 1.450, H115 1.090, H116 1.090, H117 1.090
103 H 0.26301 -3.23477 2.55162  C94 1.090
104 H 1.43694 -2.81044 1.31185  C94 1.090
105 H 1.54962 -4.34562 2.06290  C94 1.090
106 H -1.45052 -4.98545 2.02600  C96 1.090
107 H -0.06535 -6.00662 1.54444  C96 1.090
108 H -1.79783 -6.91730 0.33826  C97 1.090
109 H -0.73322 -6.02046 -0.70927  C97 1.090
110 H -2.10149 -4.12665 -0.82351  N98 1.010
111 H -3.87101 -6.38309 -1.36686  C99 1.090
112 H -2.63355 -5.91366 -2.46223  C99 1.090
113 H -5.04851 -4.37576 -1.39743  C100 1.090
114 H -4.84255 -4.83573 -3.05105  C100 1.090
115 H -4.69494 -1.51649 -1.93467  C102 1.090
116 H -5.65750 -2.43882 -2.99886  C102 1.090
117 H -4.31243 -1.65903 -3.70728  C102 1.090
118 C -2.60026 -1.81748 1.56620  O119 1.369, H127 1.090, H128 1.090, H129 1.090
119 O -3.79263 -1.22206 1.87986  C118 1.369, C120 1.447
120 C -3.62833 -0.03617 2.69192  O119 1.447, C121 1.554, H130 1.090, H131 1.090
121 C -4.90555 0.84838 2.73679  C120 1.554, N122 1.464, H132 1.090, H133 1.090
122 N -5.42852 1.33669 1.45909  C121 1.464, C123 1.496, H134 1.010
123 C -6.56005 2.27656 1.73292  N122 1.496, C124 1.540, H135 1.090, H136 1.090
124 C -7.88825 1.62864 2.16681  C123 1.540, O125 1.377, H137 1.090, H138 1.090
125 O -8.48658 0.86678 1.18842  C124 1.377, C126 1.411
126 C -9.50665 0.05606 1.72971  O125 1.411, H139 1.090, H140 1.090, H141 1.090
127 H -2.11456 -2.04345 2.51548  C118 1.090
128 H -1.89203 -1.17925 1.03780  C118 1.090
129 H -2.66389 -2.80305 1.10501  C118 1.090
130 H -2.79112 0.54953 2.31225  C120 1.090
131 H -3.37007 -0.44017 3.67079  C120 1.090
132 H -4.70431 1.69505 3.39310  C121 1.090
133 H -5.60392 0.16317 3.21727  C121 1.090
134 H -5.58706 0.57702 0.81266  N122 1.010
135 H -6.69221 2.95897 0.89330  C123 1.090
136 H -6.31259 3.04851 2.46160  C123 1.090
137 H -8.52393 2.51380 2.14462  C124 1.090
138 H -7.75246 1.07697 3.09704  C124 1.090
139 H -9.26155 -0.68942 2.48620  C126 1.090
140 H -10.09841 -0.46677 0.97833  C126 1.090
141 H -10.24050 0.67512 2.24578  C126 1.090
142 C 1.95847 4.02219 -6.65616  O143 1.445, H151 1.090, H152 1.090, H153 1.090
143 O 1.48203 2.99396 -5.75982  C142 1.445, C144 1.409
144 C 1.38228 1.77919 -6.46715  O143 1.409, C145 1.547, H154 1.090, H155 1.090
145 C 1.21155 0.61224 -5.46566  C144 1.547, N146 1.455, H156 1.090, H157 1.090
146 N 0.16805 0.75022 -4.46184  C145 1.455, C147 1.445, H158 1.010
147 C -1.13561 1.00016 -5.03242  N146 1.445, C148 1.591, H159 1.090, H160 1.090
148 C -2.27577 0.95347 -3.92369  C147 1.591, O149 1.382, H161 1.090, H162 1.090
149 O -2.02036 1.86293 -2.91459  C148 1.382, C150 1.358
150 C -2.98298 1.74710 -1.96382  O149 1.358, H163 1.090, H164 1.090, H165 1.090
151 H 1.43192 4.19794 -7.59422  C142 1.090
152 H 2.98316 3.75542 -6.91492  C142 1.090
153 H 2.09629 4.99036 -6.17475  C142 1.090
154 H 2.30185 1.60830 -7.02687  C144 1.090
155 H 0.67430 1.74667 -7.29529  C144 1.090
156 H 2.08816 0.43331 -4.84305  C145 1.090
157 H 0.92324 -0.31372 -5.96323  C145 1.090
158 H -0.00711 -0.19741 -4.15948  N146 1.010
159 H -1.30986 0.26473 -5.81783  C147 1.090
160 H -1.18849 1.97593 -5.51531  C147 1.090
161 H -2.46385 -0.04371 -3.52575  C148 1.090
162 H -3.16613 1.28414 -4.45851  C148 1.090
163 H -2.57187 2.41849 -1.20994  C150 1.090
164 H -3.01884 0.75158 -1.52137  C150 1.090
165 H -3.94808 2.05285 -2.36779  C150 1.090

Results
Max |F|: 3.839 eV Å⁻¹
M: 917.27 g/mol
Energy: -3117.357605 hartree
Gap between HOMO and LUMO: 8.2 eV
Highest occupied orbital energy: -7.990 eV
LUMO energy: 0.0086 Eh

Atom charges from the Mulliken analysis, given in e for atoms 1 to 99:
1 O -0.264
2 H 0.305
3 H 0.464
4 H -0.083
5 C 0.821
6 C 0.440
7 O -0.339
8 H -0.055
9 H -0.629
10 H 0.261
11 H -0.527
12 H -0.227
13 O -0.664
14 H 0.276
15 H 0.245
16 O -0.639
17 H 0.274
18 H 0.302
19 O -0.769
20 H 0.239
21 H 0.416
22 C -0.785
23 O -0.319
24 C -0.797
25 C 0.350
26 N -0.425
27 C 0.730
28 C -1.036
29 O -0.055
30 C -0.864
31 H 0.287
32 H 0.324
33 H 0.248
34 H 0.444
35 H 0.376
36 H -0.012
37 H -0.203
38 H 0.369
39 H -0.401
40 H 0.219
41 H 0.307
42 H 0.414
43 H 0.265
44 H 0.276
45 H 0.345
46 C -0.751
47 O -0.337
48 C -0.626
49 C -0.630
50 N -0.354
51 C -0.905
52 C -0.682
53 O -0.453
54 C -0.774
55 H 0.252
56 H 0.287
57 H 0.308
58 H 0.324
59 H 0.387
60 H 0.388
61 H 0.409
62 H 0.246
63 H 0.169
64 H 0.621
65 H 0.806
66 H 0.353
67 H 0.327
68 H 0.230
69 H 0.384
70 C -0.795
71 O -0.332
72 C -0.956
73 C 0.066
74 N -0.422
75 C 0.891
76 C -1.111
77 O -0.315
78 C -0.618
79 H 0.335
80 H 0.281
81 H 0.272
82 H 0.442
83 H 0.424
84 H 0.015
85 H 0.309
86 H 0.358
87 H -0.228
88 H -0.348
89 H 0.523
90 H 0.415
91 H 0.012
92 H 0.369
93 H 0.310
94 C -1.118
95 O 0.218
96 C -0.721
97 C -0.895
98 N -0.169
99 C -0.802